(1)
Density functional theory data (wB97M-V/def2-TZVPD) for a structure of composition C37H51BrN2P2SSn at a distorted geometry.

The geometry in XYZ format:
```
95
Properties=species:S:1:pos:R:3:forces:R:3:lowdin_charge:R:1
C 6.16298 7.45079 1.00320 -0.64 -0.15 0.05 -0.1220
H -0.69200 -2.38655 -1.74067 -0.20 0.00 0.19 0.0470
C 3.21687 -2.27761 0.97906 -0.37 0.08 -0.14 -0.0990
C -3.50268 2.07309 -1.07306 0.10 -0.41 -0.33 -0.3988
H -4.76063 2.56393 2.07711 0.06 -0.28 0.13 0.0742
H -1.87816 3.02725 -2.20593 -0.26 -0.07 -0.11 0.0645
C -1.12747 -2.64827 3.88812 0.55 0.21 -0.21 -0.0733
C -1.48803 3.51887 2.33639 0.65 0.38 0.67 -0.1483
C 2.43145 4.62580 -0.50867 0.48 1.50 0.68 -0.0334
H -2.01740 4.09004 3.11741 0.28 -0.29 -0.27 0.0912
C -3.60652 0.80478 1.47214 0.44 -0.42 -0.11 -0.3805
H 1.80321 0.19603 1.96402 -0.82 -0.39 -0.08 -0.0033
C 2.56945 2.19529 -0.05557 -0.01 -0.61 -0.38 -0.1561
C 0.16470 -2.12697 -4.45597 0.44 0.61 0.28 -0.4401
C -2.59238 -4.30487 2.94251 -0.05 -0.05 0.13 -0.0363
C -0.37323 -2.69222 2.69729 -0.35 0.16 0.13 -0.4204
H 2.62856 7.59561 -0.46063 0.19 -0.12 0.08 0.1072
H -3.55576 0.68427 -5.70328 0.04 -0.05 0.05 0.0682
C 4.18555 -4.43169 0.47004 -0.17 0.37 0.09 -0.0373
H 1.80277 -4.69544 2.90894 0.09 -0.02 -0.24 0.1218
H 1.31545 3.67617 -2.86240 -0.01 -0.20 0.20 0.1301
Sn 0.08454 0.59712 -0.07135 0.59 -0.44 -0.76 1.2330
H 1.44683 -2.64750 -6.10754 -0.20 0.03 0.01 0.0701
H 1.68291 1.24195 -3.65661 0.38 0.71 -0.46 0.1085
P -1.56781 -1.89937 -3.94317 -1.14 -2.16 -1.40 0.9453
H 3.43283 -6.09167 1.62727 -0.09 0.34 -0.01 0.1232
H -1.20678 2.54727 2.77570 -0.20 0.20 -0.11 0.0614
H -4.32585 0.32497 0.79376 0.17 0.07 0.11 0.0900
H 4.86113 -5.04325 -0.12956 -0.15 0.17 0.28 0.1224
C -2.96146 3.12357 -2.03842 0.05 0.26 -0.13 -0.1402
C -2.59557 -3.49313 -2.02745 -0.17 -0.12 0.48 -0.1802
P -2.44878 1.73903 0.38263 -0.77 0.59 0.42 0.7942
H -3.13696 4.13550 -1.64903 0.04 -0.27 -0.15 0.0785
C 2.43709 -4.24433 2.14741 -0.19 0.36 0.05 -0.0596
H -0.12471 -3.44694 -6.18874 -0.03 0.41 0.10 0.0754
H -3.67200 1.93313 3.34339 -0.14 0.00 -0.24 0.0797
H 7.19542 7.47240 1.36898 -0.44 -0.12 -0.06 0.1174
S 1.15066 -1.76312 2.68472 -0.15 0.51 -0.29 1.1274
C 3.32663 5.00364 0.45569 -0.59 -0.54 -0.61 -0.0071
N 5.69414 8.59877 0.51558 0.07 -0.10 -0.13 0.0663
C -4.32569 1.65381 2.50858 -0.36 -0.02 0.29 -0.1322
H -2.60255 0.16822 -3.29662 0.19 0.11 -0.17 0.0376
H 0.05511 -1.70910 -6.62722 -0.10 -0.26 0.23 0.0716
H -0.54459 4.05896 2.13941 -0.37 -0.24 0.06 0.0769
C 3.01951 0.86205 -2.05630 -1.34 0.40 1.82 -0.7507
C 3.36059 -5.02030 1.43542 -0.08 0.34 0.02 -0.0412
C 1.77581 2.92833 -2.21560 -0.21 -0.58 0.24 -0.0264
C 5.37833 6.29058 1.08258 -0.25 0.07 -0.10 -0.0113
C -1.69748 -2.24780 -2.16479 0.09 0.27 0.14 -0.4601
C 2.14037 3.26240 -0.88628 0.61 -0.83 -0.18 -0.2625
H -3.36715 3.72895 1.31551 0.23 0.01 -0.35 0.0825
C 4.13222 -3.04648 0.27001 0.01 -0.32 0.09 -0.0488
C 3.03330 0.99574 -0.64770 -0.05 0.68 -0.63 -0.2043
H -0.79769 -1.97932 4.69503 -0.25 -0.43 -0.27 0.1198
H -1.95392 4.07855 0.29391 -0.20 -0.19 0.21 0.0841
H -4.48070 2.39772 -0.69105 0.15 -0.22 0.05 0.1055
H -1.40035 0.36394 -4.61224 -0.19 0.32 0.06 0.0727
C 4.45591 8.62188 0.02582 -0.32 -0.63 0.06 -0.1222
H -3.22093 -3.40443 -1.13064 0.09 -0.25 -0.06 0.0568
H 3.12076 -1.21375 0.79478 0.16 -0.48 0.10 0.0454
H -2.84134 -3.41804 4.92034 0.11 -0.16 -0.30 0.1238
C 0.37300 -2.50054 -5.93385 0.24 0.09 0.02 -0.1545
H -2.12251 -5.01625 0.94472 0.00 0.30 0.29 0.1206
H -1.99863 -4.41627 -1.95986 -0.20 0.30 -0.05 0.0746
H 3.64813 4.29057 1.21128 0.15 -0.18 -0.29 0.1074
H 0.70252 -1.20361 -4.19184 0.45 -0.29 -0.11 0.0495
N 1.00826 -0.40733 1.66477 0.50 -0.35 0.84 -0.5214
C 2.10208 1.66596 -2.75085 0.27 0.35 0.53 -0.1201
H 0.53955 -2.96209 -3.83674 -0.08 0.43 -0.07 0.0815
H 2.77659 2.40962 0.99462 -0.12 -0.28 -0.21 0.1132
H -2.17535 -1.35989 -1.70792 0.16 -0.29 0.12 0.0375
H 5.81406 5.43023 1.58765 -0.21 -0.04 -0.25 0.1096
H -0.18835 -3.45656 0.69743 0.03 -0.21 0.08 0.1136
H -3.02378 -0.00842 1.93196 -0.32 0.19 0.06 0.0686
C -2.25298 -3.46261 4.00424 0.31 0.33 -0.23 -0.0442
C 2.32744 -2.86823 1.86868 0.35 -0.59 -0.42 -0.3824
C -1.85634 -4.33685 1.75759 0.17 0.29 0.05 -0.0442
C -0.75486 -3.49503 1.62247 0.04 -0.01 -0.04 -0.0795
H -3.25464 -3.58989 -2.90738 0.28 0.05 0.50 0.0544
H -4.30981 -0.64995 -4.84737 0.28 -0.08 0.03 0.0729
H 3.34738 0.15381 -0.04147 0.57 0.58 -0.21 0.0626
C -2.23103 -0.24834 -4.24191 0.33 0.60 -0.26 -0.4330
H -5.15956 1.07539 2.91514 0.12 0.09 0.06 0.0883
H -3.64454 1.10333 -1.57081 -0.11 0.24 0.01 0.0638
H 4.11064 9.59369 -0.33654 0.01 -0.37 0.05 0.1151
C 3.62309 7.48783 -0.03080 0.41 0.01 0.31 -0.0089
Br 4.10669 -0.35521 -2.89585 0.09 -0.80 -0.37 0.8746
H -3.48605 3.04078 -2.99965 0.26 0.07 0.22 0.0877
H -3.12874 -0.98024 -6.11335 0.07 0.12 0.22 0.0644
C -3.36301 -0.30721 -5.28170 -0.22 0.31 -0.15 -0.1656
C -2.34257 3.41555 1.08053 0.13 0.25 0.03 -0.4123
H 4.78624 -2.54989 -0.44481 -0.11 -0.22 0.13 0.0993
H -3.45153 -4.95486 3.04180 0.00 -0.02 0.02 0.1201
C 4.07216 6.26424 0.52442 0.55 1.47 -0.14 -0.2088
H 2.08270 5.38543 -1.20731 0.19 -0.08 0.00 0.1172
```
Positions in Å, forces in eV/Å.

Computed properties:
E_tot (Eh): -5418.53018
Charge: +2
Relative energy (zero: lowest compared OMol25 entry of this formula, charge and spin) (eV): 0.542

(2)
Density functional theory data (wB97M-V/def2-TZVPD) for a structure of composition C3H3CuO at a distorted geometry.

The geometry in XYZ format:
```
8
Properties=species:S:1:pos:R:3:forces:R:3:lowdin_charge:R:1
C -1.27262 0.54950 -0.44967 -1.60 -0.83 1.53 -0.0242
C 1.65408 0.32994 -0.11772 -0.33 -0.16 0.98 -0.2537
Cu 0.26902 -0.94953 1.20483 0.68 1.28 -1.47 0.4545
O 2.01038 -0.86664 -0.12997 -0.19 -0.40 0.07 -0.2268
C -1.92985 -0.44175 -0.10791 1.89 1.09 0.58 -0.0237
H -2.03038 -1.26174 0.59754 -0.57 -0.19 -0.91 0.0215
H -1.10877 1.61812 -0.37982 0.32 -0.58 -0.80 0.0498
H 2.40813 1.02210 -0.61728 -0.19 -0.21 0.02 0.0026
```
Positions in Å, forces in eV/Å.

Computed properties:
E_tot (Eh): -1831.58492
Relative energy (zero: lowest compared OMol25 entry of this formula, charge and spin) (eV): 0.798

(3)
Density functional theory data (wB97M-V/def2-TZVPD) for an isolated molecule of C4H10O.

The geometry in XYZ format:
```
15
Properties=species:S:1:pos:R:3:forces:R:3:lowdin_charge:R:1
H 0.06162 -0.25420 -2.17869 -0.03 -0.09 0.05 0.0632
H 0.28444 -1.99919 -2.32048 0.01 0.11 0.10 0.0733
H -0.21150 1.15697 -0.45887 0.00 -0.04 0.08 0.1083
C 0.72722 -1.23759 -0.33816 0.13 -0.17 -0.11 -0.2812
H 1.16201 1.24081 0.65327 -0.13 -0.09 -0.01 0.1221
C 0.12695 0.87177 0.54652 0.03 0.31 -0.09 -0.3040
H -0.40793 1.30122 2.59372 -0.04 0.02 -0.08 0.0755
H 0.80980 -2.27307 0.00868 -0.03 0.18 0.02 0.1166
C -0.77462 1.50730 1.58530 -0.04 0.03 0.04 -0.0770
O 0.09345 -0.52791 0.70641 -0.08 -0.09 0.07 -0.1653
H -0.81618 2.59232 1.44161 0.05 -0.15 0.04 0.0754
C -0.05475 -1.20345 -1.64933 -0.06 0.03 -0.05 -0.0860
H -1.79257 1.11410 1.50234 0.15 0.03 -0.01 0.0782
H -1.12209 -1.35912 -1.45090 0.20 0.00 -0.01 0.0833
H 1.75275 -0.85615 -0.47961 -0.15 -0.06 -0.03 0.1176
```
Positions in Å, forces in eV/Å.

Computed properties:
E_tot (Eh): -233.62301
Relative energy (zero: lowest compared OMol25 entry of this formula, charge and spin) (eV): 0.597

(4)
Density functional theory data (wB97M-V/def2-TZVPD) for a structure of composition C2H3EuFO at a distorted geometry.

The geometry in XYZ format:
```
8
Properties=species:S:1:pos:R:3:forces:R:3:lowdin_charge:R:1
C 0.45493 0.27589 -0.35646 -1.30 -0.30 0.04 -0.2568
H 1.49094 0.14221 0.01002 -0.28 0.22 -0.06 0.1611
O -0.46702 1.00420 0.42976 0.76 -0.38 1.18 -0.5330
H -1.36153 -0.65139 -0.14979 1.38 -2.64 -0.68 0.2268
Eu -0.93344 1.66041 2.52603 0.05 0.22 -0.65 1.8137
C -0.24544 -1.04510 -0.43911 3.31 0.35 -0.68 0.2211
F 0.57666 -2.10967 -0.64759 -4.21 2.89 0.88 0.1888
H 0.48491 0.72346 -1.37286 0.29 -0.36 -0.04 0.1783
```
Positions in Å, forces in eV/Å.

Computed properties:
E_tot (Eh): -962.65290
Charge: +2
2S+1: 8
⟨S²⟩: 15.759
Relative energy (zero: lowest compared OMol25 entry of this formula, charge and spin) (eV): 2.639

(5)
Density functional theory data (wB97M-V/def2-TZVPD) for a cluster of 2 separate species, C20H19N2O in total at a distorted geometry.

The geometry in XYZ format:
```
42
Properties=species:S:1:pos:R:3:forces:R:3:lowdin_charge:R:1
C -1.88672 2.62640 4.24212 0.03 -0.13 -0.11 -0.0499
H -0.96923 2.20928 -4.70006 -0.07 -0.30 0.11 0.0881
H -0.61820 0.52532 -5.17029 -0.17 0.16 0.20 0.0864
H 0.28509 -3.84535 2.44739 -0.04 0.01 -0.15 0.1341
H -0.45026 -0.97913 4.47098 -0.13 0.30 -0.06 0.1229
C -0.15446 -4.23955 -0.91853 -0.19 0.27 -0.39 -0.0433
C 0.51881 1.24434 -3.52247 1.59 0.11 0.81 -0.4039
H 0.62204 -5.53724 0.63315 -0.12 0.28 -0.06 0.1250
C 0.01951 -3.62935 1.41742 0.11 -0.36 -0.12 0.0277
O -0.65870 -1.50321 2.15318 -0.61 0.89 -1.33 0.1209
C 2.69610 1.60627 -3.10642 -0.89 -0.36 0.58 -0.3104
C -1.27582 0.52974 3.13375 -0.13 0.84 1.07 -0.1394
H -0.61681 0.39629 6.48498 -0.11 0.15 -0.25 0.1164
H 4.18564 3.03906 -3.72328 -0.10 -0.31 0.16 0.0862
C -1.79395 1.84886 3.09001 0.15 -0.42 -0.05 0.0003
H -2.12007 2.24256 2.12780 0.04 0.12 0.42 0.1089
H -1.61709 -0.40338 -1.42953 0.08 -0.01 0.31 0.1195
H 1.81834 1.96156 -5.03387 0.10 -0.11 0.49 0.1708
N 1.70833 1.66269 -4.06797 -0.43 -0.06 -0.13 0.1255
C -0.68334 -2.99889 -1.22837 0.02 0.05 0.09 0.0172
C -1.17776 -0.26495 1.93263 0.53 -1.21 0.37 -0.1138
H -0.00826 -4.98363 -1.70091 -0.07 0.25 0.17 0.1203
C -0.85559 0.02897 4.38823 -0.05 0.09 -0.07 0.0064
C -0.87413 -2.02160 -0.21393 0.45 -0.78 0.40 -0.1304
H -1.95966 1.13361 0.50818 0.23 -0.38 -0.01 0.1266
C 0.20213 -4.55872 0.40158 -0.11 0.42 0.37 -0.0211
C 2.05130 1.14084 -1.96920 0.14 0.40 -1.44 -0.1003
H -1.53632 0.85830 -3.66390 0.07 0.12 -0.32 0.0685
C -0.51493 -2.38674 1.10071 0.01 0.33 0.30 -0.1350
C -1.46617 2.11762 5.47701 0.08 -0.40 -0.44 -0.0362
H 2.47978 0.96804 -0.99296 -0.08 -0.01 -0.09 0.0974
H -2.29062 3.63603 4.17041 0.12 -0.28 0.04 0.1167
H 4.68884 1.86394 -2.48657 -0.06 0.07 -0.29 0.0841
N 0.71329 0.91973 -2.25281 -0.47 0.01 -0.32 0.0731
H 4.54509 1.36838 -4.18847 -0.19 0.12 0.28 0.0859
C -0.95085 0.81331 5.53480 -0.07 0.11 -0.10 -0.0482
H -1.53827 2.72579 6.38011 0.03 -0.20 -0.29 0.1190
C -0.72794 1.20793 -4.31575 -0.26 -0.09 -0.01 -0.0226
C 4.09243 1.98985 -3.39848 0.68 0.15 0.02 -0.0434
C -1.36752 -0.72149 -0.41772 -0.26 0.51 0.09 0.0711
H -0.96888 -2.72925 -2.24694 0.16 -0.18 0.26 0.1304
C -1.54517 0.13777 0.65399 0.00 -0.17 -0.52 0.0484
```
Positions in Å, forces in eV/Å.

Computed properties:
E_tot (Eh): -958.05959
Charge: +1
Relative energy (zero: lowest compared OMol25 entry of this formula, charge and spin) (eV): 0.261

(6)
Density functional theory data (wB97M-V/def2-TZVPD) for the ion C7H13F3N with charge +1 at a distorted geometry.

The geometry in XYZ format:
```
24
Properties=species:S:1:pos:R:3:forces:R:3:lowdin_charge:R:1
C -4.44334 -0.68342 -0.18641 0.32 0.75 0.09 -0.2528
H 1.55420 1.23904 0.69813 -0.43 -0.17 0.29 0.1299
H 4.44535 0.83020 0.51693 -0.08 0.29 0.09 0.0841
H 4.43100 -0.88695 0.75594 0.15 -0.09 0.14 0.0818
C 1.55886 0.73513 -0.25900 1.21 -0.27 -0.85 -0.1224
H 3.23564 -0.11066 -1.34795 -0.03 0.01 -0.21 0.1146
H -1.38897 1.30286 -0.76808 0.48 0.22 -0.26 0.1414
C -1.99328 -0.44213 0.30989 0.20 0.48 1.03 -0.1101
H -1.75918 -0.82472 1.31024 0.01 -0.23 -0.02 0.1315
H 2.43319 -1.26386 -0.33187 -0.23 -0.08 0.03 0.1093
H 0.34894 -0.89337 0.02759 0.16 -0.10 0.00 0.1666
H 3.31654 0.10109 1.69132 0.01 0.07 0.20 0.0780
H -1.85633 -1.21870 -0.43958 -0.09 -0.33 0.13 0.1234
H 0.19072 -0.28012 -1.46888 0.05 0.06 -0.12 0.1938
H -0.76324 1.23491 0.88333 0.38 0.17 0.01 0.1393
F -3.53332 1.45984 0.33797 0.37 0.23 -1.60 0.0636
N 0.28805 -0.01558 -0.49003 -0.24 0.47 0.74 0.0475
C 2.75588 -0.22262 -0.38175 0.16 0.05 0.44 -0.2217
F -4.92384 -1.55947 0.67177 0.91 -1.04 -1.07 0.1855
C -3.37387 0.12386 0.14126 -0.67 -0.94 0.49 -0.2148
F -5.03860 -0.76391 -1.35810 -0.96 0.91 0.97 0.1821
C -0.95906 0.65890 -0.00961 -1.25 -0.41 -0.03 -0.1064
C 3.79293 -0.01034 0.72375 0.05 -0.31 -0.42 -0.0841
H 1.68172 1.49003 -1.02686 -0.49 0.26 -0.07 0.1400
```
Positions in Å, forces in eV/Å.

Computed properties:
E_tot (Eh): -628.48812
Charge: +1
Relative energy (zero: lowest compared OMol25 entry of this formula, charge and spin) (eV): 1.408

Which of these has the lowest relative energy (zero: lowest compared OMol25 entry of this formula, charge and spin)? C20H19N2O

What is the formula in the sixth record? C7H13F3N

E_tot of number 4 (C2H3EuFO)? -962.65290 Eh

E_tot of number 6 (C7H13F3N)? -628.48812 Eh